Entry 1:
This record from the OMol25 dataset describes 9 unconnected molecules or ions with the total composition C45H102N6O21. The level of theory is ωB97M-V/def2-TZVPD.

```
174
C45H102N6O21 (ωB97M-V/def2-TZVPD)
O -4.9402 -2.8621 -4.3365
O -1.0406 1.4979 -1.7482
O -7.6527 1.5097 0.1676
O 0.9888 -0.5665 3.1538
O -4.3187 -3.5303 1.3110
O -8.8154 -4.7434 6.6162
O -0.5382 3.5152 -0.8604
O -1.1828 -7.4166 3.5567
O -1.7250 1.9625 0.2900
O 7.6642 7.6131 -2.0934
O -3.9983 -1.0411 -3.4391
O 1.3759 9.4111 3.4385
O 1.4110 -0.4773 -4.6197
O 2.6040 5.8033 -2.2336
O 5.1956 -3.9464 1.9249
O 5.3490 -1.0769 -4.5761
O 0.1854 -3.3848 -0.5329
O 2.3571 3.6587 0.5199
O -9.6217 1.4669 -0.9515
O -7.8692 2.6505 -1.7271
O -2.7697 -2.8362 -3.9819
N 1.9096 5.7275 3.4119
N -0.2349 -5.1881 1.6451
N 3.5145 1.4451 -5.0049
N 2.2709 -3.1406 2.2697
N -6.8127 -4.9039 3.6571
N 4.9947 6.7622 -3.8960
C 0.1250 -1.0095 -4.5453
C 1.8803 8.1795 3.0637
C -1.2319 -7.4177 2.1357
C 1.3926 6.9993 3.9123
C 1.5253 0.6992 -3.8328
C 2.2319 10.1996 4.2434
C 6.3666 6.3237 -3.5880
C -7.8845 -5.4903 5.8432
C 3.3376 -2.2600 1.8057
C -1.0353 2.4357 -0.7971
C -1.7897 0.3244 -1.3771
C -4.7540 -2.7711 0.1947
C 5.2075 -0.2184 -5.7112
C 4.9456 -2.3932 -4.8147
C -8.4954 1.8059 -0.8558
C -0.3048 0.0211 2.9812
C 1.9242 -2.8731 3.6726
C 1.4087 -4.0254 -0.8236
C -2.4216 0.7787 -0.0401
C 4.0641 5.6681 -4.2079
C -5.3104 -4.4376 1.7382
C 1.7983 3.8498 1.7981
C -0.9673 -4.1810 -0.4873
C -6.1925 -3.8575 2.8422
C 4.7254 -2.6454 2.2322
C 2.9911 1.0842 -3.6872
C -2.4407 -7.1610 4.1141
C -9.3990 -5.5087 7.6317
C -3.8962 -2.1277 -3.8723
C -6.4665 2.6986 -1.4212
C 4.6646 -4.5129 0.7514
C 1.5253 5.3218 2.0776
C -1.3247 -4.5550 0.9611
C 4.9681 1.1717 -5.1741
C 1.3192 5.7593 -2.7567
C 7.2938 7.5357 -3.4310
C -3.0353 -4.0034 -4.7797
C 0.9998 -1.6813 4.0256
C 2.8973 2.3824 0.3656
C 8.7232 8.5091 -1.8068
C -0.1007 -6.5983 1.5496
C -4.5165 -4.2172 -4.5284
C -6.4249 2.2307 0.0525
C 3.5031 4.9877 -2.9735
C -7.0586 -4.4967 5.0193
H -5.9193 -4.8106 0.9088
H -0.1278 0.9301 2.4113
H 3.7402 2.1344 1.0317
H 0.8796 -6.9877 1.8227
H 3.9663 -2.4514 -5.3076
H 0.8328 3.3210 1.7975
H 9.2936 8.1086 -0.9759
H 6.0478 -0.3981 -6.3950
H -3.9412 -2.2113 -0.2474
H 0.8758 4.7529 -2.7647
H 5.4338 -1.9752 1.7252
H -7.6277 -5.2437 3.1720
H -4.8332 -4.7943 -3.6610
H 1.3932 -3.7871 3.9631
H 3.0921 1.8490 -2.9184
H 1.3426 -4.6005 -1.7561
H -0.0269 -1.9580 4.3175
H -1.6784 -3.6745 1.5085
H -4.7790 -5.2675 2.2140
H 4.2867 4.7653 -2.2425
H -0.1451 -6.8732 0.4784
H -9.9704 -4.8233 8.2608
H -8.7159 -6.0176 8.3196
H -8.4397 -6.1472 5.1629
H -7.1731 -5.9789 6.5138
H 8.1396 7.4544 -4.1304
H 3.4306 2.3930 -0.5972
H -1.8017 -3.5295 -0.7735
H 1.5403 7.9673 2.0384
H -6.4353 3.0666 0.7494
H 3.5785 -4.5353 0.8247
H -1.0725 -0.4779 -1.2898
H 1.1273 0.4882 -2.8269
H 3.0401 4.0349 -3.2691
H 3.2619 -2.1047 0.7188
H 2.1925 1.5404 0.3169
H 6.4319 5.6386 -2.7376
H 8.3284 9.5130 -1.6195
H -3.5067 0.8555 -0.1640
H 0.8989 1.5288 -4.1903
H 4.9033 -3.9210 -0.1524
H 3.1476 -1.2027 2.0508
H 3.2655 6.0770 -4.8302
H 1.2320 6.1137 -3.7938
H -6.1579 3.7220 -1.6172
H 2.8114 -2.7956 4.2939
H 1.6552 -4.6716 0.0224
H 2.9609 8.1633 2.8259
H -5.6488 -3.0810 3.3820
H -2.2782 -5.1116 0.9703
H 3.4660 0.1606 -3.3181
H -0.7418 0.2190 3.9653
H -2.9581 -3.6634 -5.8209
H 1.6219 7.1020 4.9701
H 0.1136 -2.0883 -4.7518
H 1.4090 -3.0236 1.7469
H -2.3875 -7.2473 5.1928
H 2.4211 3.5053 2.6348
H 0.6177 6.3447 -2.1622
H -1.0462 -8.4689 1.8802
H -2.4766 0.1479 -2.2003
H -6.1613 -4.2234 5.5822
H -2.2653 -4.7543 -4.6481
H 6.7382 5.7861 -4.4702
H -0.6058 -0.5868 -5.2494
H 5.3664 1.9748 -5.7936
H 5.6998 -2.9113 -5.4193
H 4.8371 -2.4959 3.3054
H 4.6179 4.9305 -4.7948
H 2.1314 5.9021 1.3550
H -0.3279 -0.9796 -3.5436
H -5.6091 -2.1569 0.5091
H 5.4062 1.2302 -4.1770
H -3.1946 -7.8688 3.7368
H 3.2560 9.8384 4.1286
H 2.9238 5.7819 3.3990
H 0.5267 5.6319 1.7571
H -5.9164 2.0153 -2.0732
H -4.8817 -4.6846 -5.4408
H 0.3189 6.9687 3.7080
H -7.0445 -3.2888 2.4217
H 4.3216 -0.5787 -6.2584
H 1.3188 -1.3377 5.0297
H -5.2350 -3.4391 -0.5342
H -0.9962 -0.6468 2.4505
H 6.7846 8.4393 -3.7924
H 2.1672 11.2253 3.8784
H -7.5860 -3.5199 5.0118
H -10.1086 -6.2141 7.1829
H 2.2422 -3.3323 -0.9414
H 3.0632 0.7685 -5.6115
H -5.5525 1.5915 0.1470
H -2.3016 0.0222 0.7370
H -0.8659 -5.1068 -1.0597
H -2.1898 -7.0747 1.7458
H 1.9261 10.1969 5.2923
H -2.8021 -6.1825 3.7707
H 4.7070 7.2601 -3.0550
H 5.0928 -5.4994 0.5963
H 4.8333 -2.8948 -3.8542
H 0.0396 -4.7929 2.5253
H 9.3665 8.5977 -2.6922
```

* total charge: 0
* structure (SMILES): COCCNCCOC.COCCNCCOC.COCCNCCOC.COCCNCCOC.COCCNCCOC.COCCNCCOC.O=C1OCCO1.O=C1OCCO1.O=C1OCCO1
* total energy: -3683.96714 a.u.
* LUMO: 0.00106 Ha

=====

Entry 2:
This record from the OMol25 dataset describes 7 unconnected molecules or ions with the total composition C45H102N6O7. The level of theory is ωB97M-V/def2-TZVPD.

```
160
C45H102N6O7 (ωB97M-V/def2-TZVPD)
O 2.0145 -1.9207 5.5056
O -1.5286 -0.3160 0.7248
O -4.0916 1.0548 1.0522
O -1.2781 -4.8034 2.0506
O -0.2816 4.9733 0.0977
O -3.5200 0.0998 -3.7060
O 4.0445 -2.7480 -4.2603
N -4.4195 1.0546 -4.1173
N 2.8233 -1.6084 4.4177
N 0.8272 4.2168 -0.3397
N -0.2117 -6.3237 5.2242
N -2.6903 3.5112 0.3620
N 3.0817 -3.1184 -3.3097
C 2.3767 3.4617 -2.2113
C 3.0021 -0.5974 2.2056
C 2.5505 5.2155 1.2035
C 0.0612 4.3494 -2.6554
C -0.4369 -7.5559 3.1549
C -6.1880 -0.5677 -4.2777
C -2.0889 -3.6644 1.7091
C 4.1301 0.2852 2.6794
C 1.7902 3.9396 0.7121
C 3.7187 -5.4174 -3.7284
C 1.2905 4.5426 -1.7100
C -5.9328 0.6840 -2.0727
C -3.9324 2.4618 -4.0177
C 2.0171 -1.1753 3.2632
C 4.0944 -1.0396 4.8906
C -6.3875 3.2217 -4.0720
C 3.4936 -4.3839 -2.6412
C -6.7975 1.7620 -4.2990
C -5.7883 0.7559 -3.6674
C -0.2679 -6.1864 3.7680
C 1.4872 -1.2250 -3.6573
C -4.6225 -0.1657 1.5141
C 1.9417 5.9753 -1.9552
C 3.8463 0.2673 5.7878
C -1.3718 -5.1595 3.4102
C 1.1045 0.0757 3.7242
C 1.0787 3.2123 1.8814
C 2.3121 -4.9880 -1.7878
C 1.1653 -2.3297 2.6035
C 2.2626 -2.0847 -2.6255
C -3.4521 2.8531 -2.5938
C -2.4782 4.2042 2.6486
C 1.1274 -2.7834 -1.7409
C -0.5806 0.1587 -0.1961
C 3.5327 3.2547 -1.1471
C -4.9574 3.4696 -4.5875
C 4.9181 -2.1356 5.6628
C -4.0180 2.1511 1.9799
C 1.6207 -3.9559 -0.9140
C 4.7562 -4.1526 -1.8051
C 4.9684 -0.5811 3.6491
C 3.2048 -1.1699 -1.7763
C 2.8272 2.9884 0.1904
C -2.6521 2.6283 -4.8306
C -2.7502 3.0357 1.7014
H 4.8160 0.7043 6.0263
H 0.3779 -2.6982 3.2609
H -5.7035 -0.1195 1.6460
H 0.4505 2.3671 1.6001
H 0.6754 -0.6833 -3.1717
H -5.0088 0.3120 -1.6301
H 3.3453 5.6259 0.5806
H -1.7246 4.9302 2.3436
H 0.4177 0.3108 2.9112
H -4.9726 3.2535 -5.6557
H -3.9479 1.7533 2.9923
H 1.9029 2.4917 -2.3623
H -2.7331 2.5608 -5.9155
H -3.1282 -3.9788 1.8047
H 4.0604 -0.7392 -2.2964
H 1.5290 1.0272 4.0443
H -4.9109 2.7719 2.0538
H 2.9668 5.1659 2.2097
H -1.0058 4.3658 -0.0697
H -2.1854 3.5959 -4.6460
H 0.2000 -7.2193 5.4443
H 4.0136 -6.3524 -3.2521
H 0.7398 -2.0491 -1.0346
H -3.4125 4.2168 0.3335
H 2.3100 -3.6471 -0.1281
H -2.1285 3.7385 3.5700
H -7.7850 1.5966 -3.8682
H 0.7647 -5.9647 3.4985
H 0.2823 -8.2968 3.5038
H 0.4026 3.9243 2.3548
H 0.4734 -0.2238 4.5609
H 0.3156 4.5977 -3.6858
H 3.5378 -2.9094 -5.0595
H 1.6020 -5.4539 -2.4711
H -6.9585 3.8803 -4.7265
H -1.9165 2.3715 1.9293
H 5.7991 0.0567 3.9512
H 4.6713 0.5689 1.7768
H -0.2178 3.2961 -2.6857
H 3.2261 1.0386 5.3310
H 5.0015 -3.0653 5.1000
H 2.3838 1.9927 0.1856
H 1.9310 -3.0828 2.4173
H 0.7729 -4.4543 -0.4438
H 1.4144 -1.1904 5.6732
H 5.4074 -1.4412 3.1435
H -4.6214 4.5010 -4.4799
H 3.5043 0.0735 6.8044
H 2.0717 -0.4515 -4.1554
H 4.3819 -2.3493 6.5874
H -1.8102 -2.8079 2.3230
H 4.4406 -3.7856 -0.8285
H 5.9260 -1.8614 5.9745
H -5.7881 -1.4955 -3.8687
H 2.7616 3.6530 -3.2129
H -2.3445 -5.6130 3.6006
H -1.9164 1.8500 -4.6276
H -6.8058 1.6255 -5.3804
H 0.4574 -5.6793 5.6207
H 1.8613 2.8772 2.5621
H 5.2692 -5.0725 -1.5247
H -0.9505 0.0176 -1.2116
H 4.2166 2.4763 -1.4853
H 3.7297 1.2171 3.0787
H -1.4013 -7.9153 3.5140
H 0.2976 -3.0401 -2.3994
H 3.6508 3.0635 0.9005
H -3.9666 -0.4553 2.3351
H 1.8435 6.0442 1.2415
H 3.5541 -1.6143 -0.8443
H 2.7142 -5.7496 -1.1197
H 0.4447 -0.2013 -0.1102
H -1.8984 -3.3650 0.6785
H 2.8455 -5.5825 -4.3595
H -6.1674 1.6640 -1.6572
H 4.6191 -5.2006 -4.3033
H 0.8541 -2.1276 1.5786
H -0.5099 1.2447 -0.2573
H -7.2716 -0.6585 -4.2026
H 5.4239 -3.3980 -2.2209
H -4.3491 -0.8236 0.6891
H -1.0873 -4.2608 3.9574
H -3.3917 -0.3604 -4.5387
H 1.2711 6.8241 -1.8217
H -2.6518 2.1979 -2.2499
H -5.8384 -0.6030 -5.3095
H -3.1852 3.9085 -2.5382
H -2.1426 0.3904 0.9381
H 2.4289 6.0080 -2.9296
H 2.7088 -0.2568 -1.4471
H -3.3736 4.8041 2.8112
H 4.1111 4.1707 -1.0269
H 2.7402 6.2200 -1.2548
H -6.6278 3.5785 -3.0705
H -3.2885 2.7702 0.0256
H -0.7975 4.9274 -2.3140
H -4.2086 2.7107 -1.8221
H -0.4881 -7.5175 2.0667
H 3.3009 -1.4437 1.5871
H 1.1148 -1.9202 -4.4097
H -6.7959 0.1389 -1.6906
H 2.3371 0.0005 1.5823
```

* total charge: 0
* structure (SMILES): CC1(C)CCCC(C)(C)N1O.CC1(C)CCCC(C)(C)N1O.CC1(C)CCCC(C)(C)N1O.CC1(C)CCCC(C)(C)N1O.COC[C@H](C)N.COC[C@H](C)N.CO
* total energy: -2630.65474 a.u.
* LUMO: 0.01845 Ha